(1)
DFT (the ωB97M-V functional and the def2-TZVPD basis) results for a single C3H7NO3 molecule in a non-equilibrium geometry.

XYZ file:
```
14
Properties=species:S:1:pos:R:3:nbo_charge:R:1
O 2.32 -1.18 0.16 -0.621
C 1.52 -0.40 -0.29 0.872
O 1.84 0.71 -1.00 -0.701
N 0.19 -0.69 -0.38 -0.649
C -0.93 0.22 -0.48 -0.241
C -1.50 0.61 0.91 -0.078
O -2.92 0.46 0.82 -0.718
H 2.63 1.11 -0.62 0.496
H 0.00 -1.68 -0.45 0.408
H -0.62 1.15 -0.97 0.213
H -1.71 -0.25 -1.07 0.218
H -1.17 1.62 1.15 0.162
H -1.12 -0.09 1.66 0.167
H -3.28 1.01 1.53 0.470
```

ΔE to the lowest compared entry with this formula, charge and spin = 118.2 kJ/mol
SMILES = O=C(O)NCCO
E_LUMO = 0.6741 eV
frontier orbital gap = 10.392 eV

(2)
DFT (the ωB97M-V functional and the def2-TZVPD basis) results for a single C3H7NO3S molecule in a non-equilibrium geometry.

XYZ file:
```
15
Properties=species:S:1:pos:R:3:nbo_charge:R:1
H 2.61 0.70 -1.43 0.351
N 1.70 0.84 -0.85 -0.633
C 1.26 -0.16 -0.27 0.568
C 1.86 -1.47 0.05 -0.704
O 0.22 0.12 0.55 -0.736
S -1.37 -0.14 0.22 2.386
C -2.05 1.48 0.31 -0.887
O -1.91 -0.96 1.25 -0.902
O -1.40 -0.49 -1.16 -0.940
H 2.93 -1.41 -0.06 0.232
H 1.48 -1.79 1.00 0.246
H 1.39 -2.03 -0.72 0.244
H -1.67 2.15 -0.42 0.261
H -3.20 1.39 0.18 0.263
H -1.85 1.78 1.35 0.249
```

ΔE to the lowest compared entry with this formula, charge and spin = 103.5 kJ/mol
SMILES = [H]/N=C(\C)OS(C)(=O)=O
E_LUMO = 0.7768 eV
frontier orbital gap = 11.307 eV